[1]
{
  "formula": "C2H5Cl3NP",
  "method": "ωB97M-V with the def2-TZVPD basis set",
  "species": ["C", "C", "N", "P", "Cl", "Cl", "Cl", "H", "H", "H", "H", "H"],
  "positions_angstrom": [[2.6546, -0.0061, -1.9929], [1.4948, 0.0109, -1.3552], [0.3144, -0.6739, 2.6868], [-1.0314, -0.0779, 1.8225], [0.2757, -1.1035, -1.8157], [-1.2762, 1.6598, 2.7553], [1.0966, 1.0877, -0.1184], [3.3592, 0.7117, -1.4952], [3.0403, -0.6558, -2.6505], [0.3006, -0.5808, 3.7150], [1.1577, -0.3533, 2.2873], [-2.0745, -0.8949, 2.1497]],
  "forces_ev_per_a": [[0.1, 3.8, 4.4], [0.4, -1.1, -1.5], [-1.8, -0.7, 1.1], [2.0, -0.9, -1.9], [-0.6, -0.3, 0.1], [-1.0, 1.5, 1.0], [0.3, 0.8, 0.2], [-0.4, -0.6, -1.0], [0.7, -2.3, -2.5], [0.1, -0.1, -0.9], [1.0, 0.3, -0.3], [-0.8, -0.4, 1.5]],
  "lowdin_charge": [-0.087, -1.252, -0.312, 0.283, 0.616, 0.145, 0.632, 0.079, 0.019, 0.038, -0.037, -0.124],
  "homo_ev": -8.7,
  "total_charge": 0,
  "energy_ha": -1855.8595,
  "smiles": "C=C(Cl)Cl.NPCl",
  "e_lumo_ha": 0.030,
  "molar_mass_g_mol": 180.4,
  "relative_energy_kcal_mol": 9.5
}

[2]
{
  "formula": "C32H48AsBrNO6RuS4Si2",
  "method": "ωB97M-V with the def2-TZVPD basis set",
  "species": ["Ru", "S", "C", "C", "C", "C", "C", "C", "S", "H", "H", "H", "H", "C", "Si", "C", "C", "C", "C", "C", "C", "N", "C", "S", "H", "H", "H", "H", "H", "H", "H", "H", "H", "H", "H", "H", "O", "As", "O", "O", "C", "C", "C", "C", "C", "C", "S", "O", "O", "O", "H", "H", "H", "H", "H", "C", "C", "C", "C", "Si", "Br", "C", "C", "C", "C", "C", "C", "C", "C", "H", "H", "H", "H", "H", "H", "H", "H", "H", "H", "H", "H", "H", "H", "H", "H", "H", "H", "H", "H", "H", "H", "H", "H", "H", "H", "H"],
  "positions_angstrom": [[1.0793, -1.1220, 0.1164], [2.4064, 0.7369, 0.2661], [3.8850, 0.3142, -0.5698], [4.9884, 1.1743, -0.5097], [6.1556, 0.8869, -1.1932], [6.2403, -0.2788, -1.9566], [5.1582, -1.1359, -2.0263], [3.9660, -0.8536, -1.3464], [2.5758, -1.8972, -1.4984], [4.9096, 2.0722, 0.0929], [7.0010, 1.5625, -1.1282], [7.1530, -0.5168, -2.4920], [5.2155, -2.0447, -2.6154], [-1.9410, -5.2210, 1.9893], [-0.2594, -5.7381, 2.6055], [-0.3846, -5.9388, 4.4670], [0.2120, -7.3920, 1.8283], [1.1035, -4.4850, 2.3007], [2.0897, -4.3399, 3.2673], [2.9443, -3.2425, 3.3035], [2.7458, -2.2416, 2.3811], [1.8494, -2.4006, 1.4111], [1.0691, -3.4979, 1.3031], [0.0708, -3.3829, -0.1119], [-2.6835, -5.9438, 2.3449], [-1.9902, -5.1609, 0.9032], [-2.1896, -4.2373, 2.3958], [-1.2494, -6.5534, 4.7320], [-0.5163, -4.9393, 4.8907], [0.5016, -6.3965, 4.9124], [-0.5273, -8.1640, 2.0624], [1.1854, -7.7311, 2.1917], [0.2753, -7.2978, 0.7417], [2.1634, -5.0745, 4.0624], [3.6803, -3.1206, 4.0851], [3.2611, -1.2919, 2.4009], [-2.7649, -1.6155, 2.4994], [-1.0952, -1.1502, 2.9948], [-0.4965, -2.3650, 3.9118], [-0.5402, -0.9207, 1.4306], [-1.6370, 0.3645, 4.1042], [-2.8830, 0.2011, 4.7085], [-3.3815, 1.1634, 5.5746], [-2.6404, 2.3067, 5.8372], [-1.4006, 2.4739, 5.2412], [-0.8941, 1.5051, 4.3844], [0.7218, 1.7635, 3.6507], [1.3854, 2.7128, 4.5324], [0.4277, 2.2868, 2.3242], [1.2869, 0.4206, 3.6754], [-2.6836, -1.6927, 1.5396], [-3.4670, -0.6819, 4.4876], [-4.3497, 1.0185, 6.0404], [-3.0240, 3.0630, 6.5131], [-0.7852, 3.3410, 5.4436], [-3.8514, 1.8199, -2.8119], [-2.6393, 1.8003, -3.7553], [-2.7325, 0.4771, -4.5315], [-2.7934, 2.9510, -4.7626], [-0.9893, 1.9663, -2.7554], [-0.8408, -0.0465, -1.7428], [-1.0835, 3.2790, -1.3609], [-1.6423, 4.6118, -1.8879], [0.3027, 3.5564, -0.7570], [-1.9573, 2.7947, -0.1897], [0.5433, 2.1194, -3.9015], [1.8371, 1.7650, -3.1491], [0.6721, 3.5441, -4.4643], [0.4572, 1.1472, -5.0862], [-4.7594, 1.6425, -3.4012], [-3.9733, 2.7726, -2.2997], [-3.7854, 1.0341, -2.0574], [-3.6845, 0.4620, -5.0766], [-2.7175, -0.3822, -3.8621], [-1.9330, 0.3470, -5.2580], [-3.7764, 2.8781, -5.2440], [-2.0408, 2.9064, -5.5513], [-2.7299, 3.9339, -4.2926], [-1.0642, 5.0079, -2.7273], [-1.5940, 5.3496, -1.0795], [-2.6852, 4.5405, -2.1994], [0.9816, 4.0379, -1.4621], [0.7764, 2.6549, -0.3690], [0.1781, 4.2255, 0.0997], [-2.9767, 2.5431, -0.4817], [-2.0057, 3.5955, 0.5554], [-1.5150, 1.9352, 0.3144], [2.0240, 2.3986, -2.2866], [2.6824, 1.8774, -3.8390], [1.8371, 0.7317, -2.7971], [0.8545, 4.2785, -3.6813], [-0.2108, 3.8596, -5.0268], [1.5288, 3.5768, -5.1476], [0.3353, 0.1157, -4.7498], [1.3980, 1.1989, -5.6458], [-0.3503, 1.3910, -5.7790]],
  "forces_ev_per_a": [[0.1, -0.8, -1.0], [0.1, 0.0, 0.4], [-0.2, -0.1, 0.0], [0.1, 0.0, 0.0], [0.0, 0.0, 0.0], [0.0, 0.0, 0.0], [0.0, 0.0, 0.0], [0.0, 0.0, 0.0], [-0.2, 0.4, 0.3], [0.0, 0.0, 0.0], [0.0, 0.0, 0.0], [0.0, 0.0, 0.0], [0.0, 0.0, 0.0], [0.0, 0.0, 0.0], [0.0, 0.0, -0.2], [0.0, 0.0, 0.0], [0.0, 0.0, 0.0], [0.0, 0.0, 0.1], [0.0, 0.0, 0.0], [0.0, 0.0, 0.0], [0.0, 0.1, 0.0], [0.0, 0.0, 0.1], [0.0, 0.0, 0.0], [-0.1, -0.1, 0.1], [0.0, 0.0, 0.0], [0.0, 0.0, 0.0], [0.0, 0.0, 0.0], [0.0, 0.0, 0.0], [0.0, 0.0, 0.0], [0.0, 0.0, 0.0], [0.0, 0.0, 0.0], [0.0, 0.0, 0.0], [0.0, 0.0, 0.0], [0.0, 0.0, 0.0], [0.0, 0.0, 0.0], [0.0, 0.0, 0.0], [-0.1, 0.0, 0.0], [0.1, -0.3, 0.1], [0.0, 0.0, -0.1], [0.2, 0.9, 0.1], [-0.1, 0.0, -0.1], [0.0, 0.0, 0.0], [0.0, 0.0, 0.0], [0.0, 0.0, 0.0], [0.0, 0.0, 0.1], [0.0, 0.0, 0.0], [0.0, 0.0, 0.0], [0.0, 0.0, 0.0], [0.0, 0.0, 0.0], [0.0, -0.1, -0.2], [0.0, 0.0, 0.0], [0.0, 0.0, 0.0], [0.0, 0.0, 0.0], [0.0, 0.0, 0.0], [0.0, 0.0, 0.0], [0.0, 0.0, 0.0], [0.0, 0.0, 0.0], [0.0, 0.0, 0.0], [0.0, 0.0, 0.0], [0.0, 0.1, 0.1], [0.1, -0.2, 0.1], [0.0, 0.0, 0.0], [0.0, 0.0, 0.0], [0.0, 0.0, 0.0], [0.0, 0.0, 0.0], [0.0, 0.0, 0.0], [0.0, 0.0, 0.0], [0.0, 0.0, 0.0], [0.0, 0.0, 0.0], [0.0, 0.0, 0.0], [0.0, 0.0, 0.0], [0.0, 0.0, 0.0], [0.0, 0.0, 0.0], [0.0, 0.0, 0.0], [-0.1, 0.0, 0.0], [0.0, 0.0, 0.0], [0.0, 0.0, 0.0], [0.0, 0.0, 0.0], [0.0, 0.0, 0.0], [0.0, 0.0, 0.0], [0.0, 0.0, 0.0], [0.0, 0.0, -0.1], [0.0, 0.0, 0.0], [0.0, 0.0, 0.0], [0.0, 0.0, 0.0], [0.0, 0.0, 0.0], [0.0, 0.0, 0.0], [0.0, 0.0, 0.0], [0.0, 0.0, 0.0], [0.0, 0.0, 0.0], [0.0, 0.0, 0.1], [0.1, 0.0, 0.0], [0.0, 0.0, 0.0], [0.0, 0.0, 0.0], [0.0, 0.0, 0.0], [0.0, 0.0, 0.0]],
  "lowdin_spin": [0.710, 0.128, 0.009, 0.009, 0.003, 0.008, 0.004, 0.008, 0.069, 0.000, 0.000, 0.001, 0.000, 0.000, 0.000, 0.000, 0.000, 0.001, 0.004, 0.001, 0.001, -0.007, 0.006, -0.006, 0.000, 0.000, 0.000, 0.000, 0.000, 0.000, 0.000, 0.000, 0.000, 0.000, 0.000, 0.000, 0.000, 0.003, 0.003, 0.034, 0.000, 0.000, 0.000, 0.000, 0.000, 0.000, 0.000, 0.000, 0.000, 0.001, 0.000, 0.000, 0.000, 0.000, 0.000, 0.000, 0.001, 0.000, 0.000, 0.002, 0.005, 0.000, 0.000, 0.002, 0.000, 0.000, 0.001, 0.000, 0.000, 0.000, 0.000, 0.000, 0.000, 0.000, 0.000, 0.000, 0.000, 0.000, 0.000, 0.000, 0.000, 0.000, 0.002, 0.000, 0.000, 0.000, 0.000, 0.001, 0.000, 0.000, 0.000, 0.000, 0.000, 0.000, 0.000, 0.000],
  "homo_ev": [-1.9, -2.1],
  "total_charge": -2,
  "energy_ha": -8831.0589,
  "spin_multiplicity": 2,
  "e_lumo_ha": [0.143, 0.143],
  "molar_mass_g_mol": 983.1,
  "relative_energy_kcal_mol": 27.9
}

[3]
{
  "formula": "C3H2FIrO2",
  "method": "ωB97M-V with the def2-TZVPD basis set",
  "species": ["O", "C", "O", "C", "C", "H", "H", "F", "Ir"],
  "positions_angstrom": [[1.1711, 1.3643, -0.8853], [0.8114, 0.2659, -0.3989], [0.8179, -0.8752, -0.9775], [-0.5178, 1.8836, 0.5964], [-0.2329, 0.5420, 0.6160], [-1.0136, 2.3103, -0.2757], [-0.6127, 2.4295, 1.5353], [-1.2440, -0.4490, 0.5734], [-0.4483, -2.0244, -0.3007]],
  "forces_ev_per_a": [[-0.3, -1.3, 2.1], [-1.5, 3.1, -1.3], [2.9, 1.0, -1.1], [-1.7, 3.1, 0.0], [1.7, -4.1, -1.3], [0.4, 0.4, -0.3], [0.4, 0.5, 0.1], [-1.3, 4.4, 2.8], [-0.7, -7.1, -1.2]],
  "lowdin_spin": [0.042, 0.093, 0.224, 0.251, 0.593, 0.028, 0.030, 0.197, 2.542],
  "homo_ev": [-20.4, -21.4],
  "total_charge": 2,
  "energy_ha": -469.0323,
  "spin_multiplicity": 5,
  "e_lumo_ha": [-0.500, -0.490],
  "molar_mass_g_mol": 281.3,
  "relative_energy_kcal_mol": 8.0
}